{"formula": "C16H35FIN2O7", "method": "ωB97M-V with the def2-TZVPD basis set", "e_tot_ev": -45281.5756, "gap_ev": 7.764, "multiplicity": 1, "homo_energy_ev": -11.880, "charge": 1, "largest_force_ev_per_a": 1.64, "symbols": ["I", "F", "O", "O", "O", "O", "O", "O", "O", "N", "N", "C", "C", "C", "C", "C", "C", "C", "C", "C", "C", "C", "C", "C", "C", "C", "C", "H", "H", "H", "H", "H", "H", "H", "H", "H", "H", "H", "H", "H", "H", "H", "H", "H", "H", "H", "H", "H", "H", "H", "H", "H", "H", "H", "H", "H", "H", "H", "H", "H", "H", "H"], "positions_angstrom": [[-0.658, -3.654, -3.864], [1.412, -2.214, 0.649], [4.529, 2.110, 8.126], [-1.096, 0.099, -6.704], [-2.464, 1.228, -9.235], [3.855, 0.372, 4.134], [-2.084, 1.249, 0.150], [1.977, -4.355, 2.750], [-1.507, -0.808, -4.721], [-0.870, -1.554, -0.316], [-0.823, -2.278, -2.361], [-0.905, -0.074, -3.673], [2.661, -4.668, 3.965], [-3.326, 1.068, -0.527], [-0.818, -2.643, -1.078], [0.612, -1.699, 1.670], [-0.888, -0.894, -2.426], [-4.263, 2.213, -0.212], [-0.938, 0.957, -0.606], [4.543, 0.087, 5.358], [4.233, 3.417, 8.616], [-0.830, -1.542, 1.143], [-1.841, 0.001, -5.802], [-0.902, -0.442, -1.124], [-2.676, 2.618, -9.033], [1.247, -0.424, 2.189], [-3.177, 0.658, -5.725], [3.899, -0.557, 5.950], [4.420, 0.947, 3.612], [5.002, 1.638, 8.816], [-1.732, 3.168, -9.016], [-1.452, -2.354, 1.505], [-0.830, 1.648, -1.444], [-3.795, 0.306, -6.545], [3.698, 3.942, 7.829], [0.598, -2.457, 2.447], [-3.776, 0.137, -0.178], [-1.485, 0.829, -3.466], [-3.194, 1.011, -1.608], [3.587, -5.212, 3.766], [-3.969, 3.114, -0.743], [0.531, 0.232, 2.669], [2.030, -0.686, 2.894], [2.889, -3.765, 4.536], [-3.224, 2.813, -8.104], [-5.251, 1.942, -0.580], [2.561, -3.804, 2.220], [-1.275, -0.620, 1.496], [-0.081, 1.115, 0.044], [1.750, 0.081, 1.366], [5.484, -0.434, 5.162], [4.737, 0.999, 5.922], [2.003, -5.301, 4.553], [-3.024, 1.723, -5.880], [3.598, 3.373, 9.504], [-0.757, -3.641, -0.688], [-4.317, 2.400, 0.853], [-3.274, 2.980, -9.864], [5.145, 3.969, 8.851], [0.100, 0.253, -3.942], [-1.932, 0.894, -8.507], [-3.664, 0.490, -4.773]], "forces_ev_per_angstrom": [[0.04, -0.05, 0.07], [0.08, -0.18, -0.12], [-0.02, 0.11, 0.03], [1.05, 0.12, -1.26], [-0.18, 0.10, 0.05], [0.01, -0.13, 0.05], [0.19, 0.02, 0.05], [0.02, 0.09, 0.11], [-0.04, -0.04, 0.31], [-0.23, -0.07, -0.17], [0.03, 0.04, 0.08], [-0.11, 0.07, 0.09], [-0.01, 0.04, -0.12], [-0.36, 0.20, 0.26], [0.01, 0.46, 0.23], [-0.19, 0.28, 0.46], [0.05, 0.07, 0.79], [-0.01, -0.17, -0.38], [-0.10, 0.01, 0.11], [0.04, 0.10, -0.20], [0.07, -0.15, 0.02], [0.22, -0.26, 0.03], [-0.79, -0.20, 0.65], [-0.04, -0.28, -1.07], [0.12, -0.20, 0.00], [0.36, -0.49, -0.27], [0.02, 0.24, 0.22], [-0.04, 0.00, -0.01], [-0.01, 0.04, -0.01], [0.01, -0.04, -0.01], [-0.03, 0.05, 0.01], [-0.06, -0.17, -0.10], [-0.01, 0.05, -0.16], [-0.09, -0.11, -0.09], [-0.01, 0.00, -0.03], [0.00, -0.09, 0.07], [0.05, -0.21, -0.10], [-0.04, 0.11, 0.09], [0.20, -0.12, -0.13], [0.00, -0.01, 0.04], [0.14, 0.18, 0.13], [-0.09, 0.09, 0.10], [0.06, 0.17, 0.19], [0.01, -0.02, 0.03], [-0.01, 0.07, -0.02], [-0.17, 0.02, 0.09], [0.02, -0.06, -0.09], [-0.07, 0.17, -0.09], [0.05, 0.09, 0.11], [-0.15, 0.26, -0.12], [-0.01, -0.02, 0.06], [0.00, -0.03, 0.08], [-0.02, -0.01, -0.01], [-0.08, 0.13, -0.03], [-0.01, 0.05, 0.00], [-0.01, -0.18, -0.12], [0.00, 0.05, 0.15], [-0.02, 0.01, -0.02], [-0.02, 0.04, 0.00], [0.16, -0.13, -0.15], [0.16, -0.04, 0.01], [-0.15, -0.07, 0.07]]}


{"formula": "C5H13NO", "method": "ωB97M-V with the def2-TZVPD basis set", "e_above_lowest_ev": 3.0266, "e_tot_ev": -8930.9843, "gap_ev": 9.952, "multiplicity": 1, "homo_energy_ev": -9.035, "smiles": "C[C@@H]1CCCN1.O", "largest_force_ev_per_a": 5.31, "symbols": ["O", "N", "C", "C", "C", "C", "C", "H", "H", "H", "H", "H", "H", "H", "H", "H", "H", "H", "H", "H"], "positions_angstrom": [[-2.639, -1.425, 1.113], [-0.772, -0.036, -0.716], [0.134, -0.532, 0.198], [1.590, -0.105, -0.329], [-0.233, 1.127, -1.288], [1.256, 0.859, -1.455], [-0.033, -0.183, 1.619], [-0.802, 0.396, 2.128], [-2.027, -0.850, 0.671], [-0.574, 1.209, -2.426], [-1.234, -0.581, -1.403], [0.928, 0.371, 1.937], [1.838, 1.861, -1.212], [2.203, 0.553, 0.421], [0.239, -1.660, 0.210], [-0.475, 1.945, -0.555], [2.076, -0.965, -0.527], [-0.096, -1.266, 2.139], [-2.963, -1.073, 1.893], [1.585, 0.356, -2.419]], "forces_ev_per_angstrom": [[0.02, -2.38, -2.11], [-2.48, 0.11, -0.79], [3.16, -2.85, -0.16], [-1.66, 4.25, 2.71], [-0.22, 1.27, -3.00], [2.52, 1.31, 0.13], [2.08, -1.41, 4.33], [-0.63, 0.11, -1.02], [0.10, 0.95, -0.10], [-0.22, 0.71, 2.73], [0.08, -1.17, -0.13], [-1.43, -1.16, 0.06], [-0.90, -1.99, -1.27], [-1.13, -1.79, -0.85], [-0.83, 1.13, -0.54], [0.49, 0.06, -1.39], [2.06, -2.54, -1.12], [0.38, 2.77, -0.37], [-0.64, 1.37, 2.12], [-0.75, 1.24, 0.75]]}


{"formula": "CH7N4P2", "method": "ωB97M-V with the def2-TZVPD basis set", "e_above_lowest_ev": 5.5196, "e_tot_ev": -25676.8277, "gap_ev": [6.453, 6.453], "multiplicity": 1, "homo_energy_ev": [-12.825, -12.825], "charge": 1, "largest_force_ev_per_a": 4.61, "symbols": ["P", "P", "N", "N", "N", "N", "C", "H", "H", "H", "H", "H", "H", "H"], "positions_angstrom": [[-0.436, -0.666, -1.037], [-2.902, -1.225, -2.899], [-1.676, -0.278, -2.134], [-0.378, 0.631, -0.216], [1.020, 0.162, 2.718], [2.486, 1.087, 1.172], [1.371, 0.606, 1.583], [1.638, 0.417, 3.557], [-0.050, -0.088, 2.679], [-1.918, 0.674, -2.004], [3.311, 1.237, 1.833], [-2.256, -2.102, -3.934], [2.632, 1.597, 0.365], [-2.843, -2.051, -1.683]], "forces_ev_per_angstrom": [[-0.40, -2.60, -1.73], [-0.16, -1.49, 0.73], [2.07, 0.34, 0.66], [1.52, 2.50, 3.13], [-2.12, -0.27, 1.68], [2.55, -0.09, 3.19], [-1.70, 0.11, -4.29], [-1.76, -0.83, -1.04], [2.91, 0.45, 1.23], [-0.45, 1.13, -0.36], [-1.43, -0.47, -0.82], [-0.07, 0.82, 1.45], [-0.35, 0.82, -2.25], [-0.61, -0.42, -1.58]]}